Entry 1:
{
  "formula": "C6H6N2O4",
  "method": "ωB97M-V with the def2-TZVPD basis set",
  "elements": ["C", "C", "C", "C", "C", "C", "N", "N", "O", "O", "O", "O", "H", "H", "H", "H", "H", "H"],
  "positions_angstrom": [[1.576910, -0.425852, -0.545052], [0.824647, -0.909419, 0.699154], [1.719222, 0.860816, -0.838125], [-1.570015, -0.695541, -0.107782], [-0.552554, -1.475868, 0.098157], [0.866734, 1.461123, 1.337311], [1.192103, 1.805624, 0.106776], [-2.059210, 0.432463, -0.338850], [-2.857701, 0.854869, 0.847522], [-2.078172, 1.126875, -1.307821], [-0.397162, -2.779586, -0.108802], [0.678015, 0.200372, 1.598773], [2.219801, -1.086167, -1.159651], [1.332842, -1.857775, 1.057327], [2.381123, 1.093254, -1.694446], [1.152784, 2.755261, 0.052129], [-1.293156, -3.149046, -0.437625], [-3.136207, 1.788590, 0.741003]],
  "forces_ev_per_a": [[1.1361, -0.5385, 0.0544], [-0.1537, -0.7308, -3.3653], [-0.0401, 0.1004, 0.3000], [0.3841, -1.4442, -0.2374], [1.8091, 1.8433, 1.6089], [-0.7745, 1.0564, 1.1764], [0.5668, -3.3549, -0.9940], [-1.2598, 0.2895, 2.7094], [0.0871, -0.0093, -0.4703], [-0.0399, 1.5024, -1.4860], [-2.6410, -1.7113, -0.8438], [0.0044, -2.2803, 0.7415], [-0.8969, -0.0192, 0.5804], [-0.4929, 1.5439, 0.5531], [-0.7363, 0.6568, 0.7925], [0.4407, 2.8678, -1.1442], [2.1430, 0.6975, 0.6283], [0.4639, -0.4694, -0.6040]],
  "gap_ev": 8.60,
  "mol_weight_g_mol": 170.124,
  "e_tot_ev": -17480.8752
}

=====

Entry 2:
{
  "formula": "C6H6N2S2",
  "method": "ωB97M-V with the def2-TZVPD basis set",
  "elements": ["C", "C", "C", "C", "C", "C", "N", "N", "S", "S", "H", "H", "H", "H", "H", "H"],
  "positions_angstrom": [[1.629043, -0.454602, -1.277464], [2.681721, -0.197701, -0.415217], [0.597351, 0.959727, 0.052579], [-2.352321, -0.010033, -0.452968], [-1.308005, -1.236191, 1.340587], [-0.495713, 1.683076, 0.553547], [0.527333, 0.284268, -1.072333], [-2.052558, -0.892760, 0.369770], [2.197279, 0.807173, 0.834473], [-1.974083, 1.714338, -0.318809], [1.788217, -0.720432, -2.316686], [3.723402, -0.715568, -0.363820], [-2.576199, -0.421495, -1.435743], [-0.266015, -1.182377, 1.431893], [-1.769514, -2.040609, 1.829080], [-0.349943, 2.423187, 1.241111]],
  "forces_ev_per_a": [[1.9714, 1.5339, -1.0752], [1.8257, -2.4977, -0.4795], [0.6028, -0.3453, -0.2882], [0.1064, 0.9215, -1.9872], [-1.0195, -0.7025, -0.4226], [-1.1364, -0.8785, -1.4998], [-0.5865, -0.3752, 0.8233], [0.3571, -0.7257, 0.7303], [-1.2649, 0.6790, 0.4687], [0.6798, -0.0108, 0.4527], [-0.0060, -1.0707, 0.2703], [-2.1444, 1.2098, -0.3629], [-0.6335, 0.6078, -0.0370], [1.4205, 0.9865, -0.1822], [-0.3238, -0.9620, 1.6339], [0.1512, 1.6298, 1.9553]],
  "gap_ev": [5.86, 6.89],
  "mol_weight_g_mol": 170.262,
  "e_tot_ev": -30965.7130
}

=====

Entry 3:
{
  "formula": "C6H6N4O",
  "method": "ωB97M-V with the def2-TZVPD basis set",
  "elements": ["C", "C", "C", "C", "C", "C", "N", "N", "N", "N", "O", "H", "H", "H", "H", "H", "H"],
  "positions_angstrom": [[-3.229791, 0.515308, 0.545706], [2.181348, 0.820717, 0.884904], [-2.199692, -0.413077, 0.685037], [2.908540, 0.151322, -0.055452], [-2.307613, 0.352066, -1.335020], [0.756647, -0.098527, -0.334210], [-3.269414, 0.984883, -0.673664], [0.814330, 0.686579, 0.720451], [1.941754, -0.571484, -0.747143], [-1.627321, -0.492498, -0.522527], [-0.362792, -0.927577, -0.917253], [-3.960197, 0.907138, 1.140708], [2.634430, 1.559452, 1.555095], [-2.048787, -0.931302, 1.672403], [3.962146, 0.021073, -0.088503], [-2.095908, 0.437719, -2.460524], [2.002282, -1.151170, -1.648000]],
  "forces_ev_per_a": [[2.1929, -1.9497, 0.2181], [0.7437, 1.4566, -0.1418], [-1.6268, 0.1478, 4.1709], [-1.2355, -0.6046, 0.9490], [-0.4149, 1.3997, -2.3791], [-1.9999, -1.9999, 0.7922], [0.8095, -0.0649, -3.9735], [-0.1740, -0.8505, -1.5194], [0.3759, -0.7519, -3.0128], [0.8974, 0.5506, -1.3900], [1.1789, 1.5553, 1.8465], [-1.4057, 0.2965, 2.3877], [-0.5608, -0.5308, 0.0067], [0.6934, 0.3112, -1.7706], [0.4317, -0.1823, -0.4874], [-0.1261, -0.0874, 2.1739], [0.2202, 1.3043, 2.1294]],
  "gap_ev": 9.14,
  "mol_weight_g_mol": 150.141,
  "e_tot_ev": -14323.5752
}

=====

Entry 4:
{
  "formula": "C6H6N4O2S",
  "method": "ωB97M-V with the def2-TZVPD basis set",
  "elements": ["C", "C", "C", "C", "C", "C", "N", "N", "N", "N", "O", "O", "S", "H", "H", "H", "H", "H", "H"],
  "positions_angstrom": [[3.148432, -0.482457, 0.429322], [-1.178238, 2.483372, 0.221038], [1.768270, -0.225159, 0.473864], [-1.477372, 1.326280, 0.869858], [2.113010, -2.045681, -0.598911], [-1.512016, 0.996664, -1.293533], [3.324893, -1.622746, -0.246971], [-1.220893, 2.250320, -1.124206], [1.150315, -1.217370, -0.179448], [-1.700145, 0.383875, -0.102241], [-2.508777, -1.889005, -0.988356], [-2.879446, -1.344828, 1.408812], [-2.003561, -1.362307, 0.257180], [3.973454, 0.079697, 0.820522], [-0.947169, 3.457147, 0.602798], [1.228916, 0.579470, 0.930447], [-1.580489, 1.076750, 1.905247], [1.928245, -2.943529, -1.152215], [-1.627436, 0.499500, -2.233215]],
  "forces_ev_per_a": [[1.5885, -1.7962, -1.0217], [-0.1642, -0.6280, 0.0306], [-2.1549, -1.0390, -0.7791], [0.1522, 0.2032, 0.8290], [0.0978, 0.9204, 0.5543], [0.1089, 0.1412, -0.5358], [2.5354, 0.4924, 0.5022], [0.1841, 0.3921, -0.8658], [-2.1510, 1.2680, 0.7105], [-0.3515, -1.6367, 0.8453], [0.5833, -0.0275, 0.0808], [0.6492, -0.0141, 0.0898], [-0.9369, 1.6671, -0.7407], [0.1574, 0.1304, 0.1139], [-0.0176, 0.1292, 0.2126], [-0.1763, 0.2759, 0.0894], [-0.0322, -0.0106, 0.2535], [-0.0525, -0.2514, -0.1617], [-0.0198, -0.2164, -0.2073]],
  "gap_ev": [6.30, 6.52],
  "mol_weight_g_mol": 198.207,
  "e_tot_ev": -27205.6857
}

=====

Entry 5:
{
  "formula": "C6H6N4O3S2",
  "method": "ωB97M-V with the def2-TZVPD basis set",
  "elements": ["C", "C", "C", "C", "C", "C", "N", "N", "N", "N", "O", "O", "O", "S", "S", "H", "H", "H", "H", "H", "H"],
  "positions_angstrom": [[2.579620, 2.814850, -1.316916], [-2.938481, -2.821527, 1.074873], [1.806821, 2.590999, -0.225075], [-1.667551, -2.416108, 0.739290], [2.783756, 0.710690, -0.899286], [-3.101639, -0.852899, 0.260387], [3.145742, 1.631023, -1.671203], [-3.821732, -1.804656, 0.736250], [1.915078, 1.239308, 0.100598], [-1.790484, -1.197307, 0.183267], [2.064173, -0.805289, 1.435406], [-0.953401, 1.370291, -0.511518], [0.294179, -0.531544, -1.465321], [1.226398, 0.389822, 1.320389], [-0.295404, 0.091783, -0.362203], [2.798429, 3.732769, -1.842488], [-3.258437, -3.684750, 1.617690], [1.305265, 3.326862, 0.313248], [-0.836623, -3.075713, 0.688902], [2.925460, -0.308656, -1.137938], [-3.652469, -0.079265, -0.165028]],
  "forces_ev_per_a": [[-0.4313, -0.1804, 1.0326], [0.2194, 1.4028, -0.1365], [0.8288, 0.4048, -0.6656], [-0.8791, -1.9949, 0.5304], [-0.9695, -0.0519, 0.8069], [-0.2391, -0.4424, -0.2781], [1.4824, 0.4482, -2.2960], [-0.2448, -1.7369, 1.1973], [1.5262, 1.0058, -0.9928], [2.3531, 3.2214, -1.1805], [-1.0180, 0.8071, 0.1872], [0.4198, -1.0202, 0.4690], [1.1406, -1.1529, -1.4294], [0.3596, -1.4716, -0.1427], [-4.7190, -0.5119, 1.7410], [-0.1759, -0.0855, 0.1354], [-0.0391, -0.4260, -0.1330], [-1.0150, 0.5700, 1.1088], [0.9514, 0.2161, 0.1144], [0.1617, -0.9313, 0.6332], [0.2879, 1.9296, -0.7016]],
  "gap_ev": 6.86,
  "mol_weight_g_mol": 246.273,
  "e_tot_ev": -40088.2167
}

=====

Entry 6:
{
  "formula": "C6H6N5O",
  "method": "ωB97M-V with the def2-TZVPD basis set",
  "elements": ["C", "C", "C", "C", "C", "C", "N", "N", "N", "N", "N", "O", "H", "H", "H", "H", "H", "H"],
  "positions_angstrom": [[2.501387, -0.954420, -0.244702], [1.925357, -1.359265, -1.430424], [1.707005, -0.089237, 0.562737], [0.606046, -0.975577, -1.746580], [-0.176234, -0.133037, -0.844066], [-2.246424, 2.063970, 2.518084], [0.456143, 0.207531, 0.309349], [-0.218190, -1.448101, -2.668204], [-2.900981, 2.262985, 3.480642], [-1.354863, -0.905124, -2.364866], [-1.432888, -0.152136, -1.331039], [-1.574975, 1.526114, 1.740336], [3.462861, -1.111213, 0.218106], [2.537728, -2.156076, -1.987046], [1.902866, 0.405558, 1.488573], [-0.015837, 0.771673, 1.085897], [-2.944490, 3.121437, 4.050226], [-2.234513, -1.075080, -2.837022]],
  "forces_ev_per_a": [[-1.5234, 2.1317, 0.9335], [2.1020, -2.2058, -0.1876], [-0.1405, -0.5327, -0.4021], [-0.1404, 0.7194, 1.6881], [1.0152, -2.4743, -2.1004], [0.6149, -1.2223, 0.7648], [-2.2286, 2.0608, 1.1057], [-0.0737, -0.4500, -1.2011], [-1.2800, 2.1950, 1.8427], [-0.1458, -0.2945, -0.4202], [0.3765, 1.6866, 2.6832], [0.9103, -0.0615, -1.9532], [0.3020, -0.6735, -0.8077], [-1.3740, 1.4650, 0.2996], [1.4457, -0.3835, 0.5452], [0.0446, -0.8044, -1.6898], [-0.1948, -0.8794, -0.5868], [0.2901, -0.2766, -0.5139]],
  "gap_ev": 9.48,
  "charge": 1,
  "mol_weight_g_mol": 164.148,
  "e_tot_ev": -15809.1270
}

=====

Entry 7:
{
  "formula": "C6H6NO2",
  "method": "ωB97M-V with the def2-TZVPD basis set",
  "elements": ["C", "C", "C", "C", "C", "C", "N", "O", "O", "H", "H", "H", "H", "H", "H"],
  "positions_angstrom": [[1.065835, -0.891210, 2.349752], [2.254440, -3.061750, 1.071136], [0.970843, 1.017840, 0.591219], [-0.372895, 0.345085, 0.636753], [0.797607, -0.349675, 1.210398], [-1.100030, -0.292125, -0.594294], [1.346684, -1.703356, 3.164432], [3.374300, -2.822767, 0.890063], [1.265131, -3.641856, 0.863078], [1.551920, 1.115463, -0.351255], [1.216736, 1.860221, 1.251151], [-1.063058, 0.764909, 1.279928], [-0.483442, -0.605352, -1.440675], [-1.822018, 0.471256, -1.004328], [-1.692292, -1.218551, -0.164374]],
  "forces_ev_per_a": [[1.1560, -3.2017, 3.2565], [-0.3906, -1.8652, -1.9055], [1.1433, -0.1830, -0.0855], [0.9582, -1.6762, -2.0923], [-0.8802, 2.9818, -4.4696], [-1.3398, -0.0474, 1.3037], [0.1052, 0.5942, 0.5556], [0.9647, 1.3345, 1.0597], [-0.7754, 0.5317, 0.9852], [-0.5629, -0.2740, 0.3900], [-0.5382, -0.0582, -0.0729], [-1.4970, 0.9963, 1.4305], [0.2849, -0.0845, 0.4417], [0.3274, -0.8031, 0.3130], [1.0444, 1.7547, -1.1101]],
  "gap_ev": 6.18,
  "charge": -1,
  "mol_weight_g_mol": 124.119,
  "e_tot_ev": -11902.9842
}

=====

Entry 8:
{
  "formula": "C6H6NS",
  "method": "ωB97M-V with the def2-TZVPD basis set",
  "elements": ["C", "C", "C", "C", "C", "C", "N", "S", "H", "H", "H", "H", "H", "H"],
  "positions_angstrom": [[1.113859, -0.835243, 1.020255], [0.400842, 0.100035, 0.342212], [1.199051, 0.911332, -0.475296], [2.590380, 0.366801, -0.499862], [-1.747323, -0.236894, -0.712274], [-1.121010, 0.399555, 0.427133], [2.147889, 1.485386, -1.152819], [2.799228, -0.889180, 0.504134], [0.666493, -1.570235, 1.759654], [-0.959962, -0.202499, -1.567983], [-2.582197, 0.357237, -0.862116], [-1.872237, -1.312642, -0.482143], [-1.446671, -0.056658, 1.365795], [-1.188339, 1.483003, 0.333305]],
  "forces_ev_per_a": [[-0.7507, -0.8988, 0.1928], [-2.5647, 0.9439, 1.1811], [2.3384, -1.9386, 0.2838], [-1.1402, 1.7201, -0.4121], [2.4411, -2.1545, -1.9867], [3.2276, -0.0497, 1.9948], [0.6156, 0.0297, -0.3895], [0.3350, -0.3690, 0.2255], [0.7957, 1.0129, -0.8944], [-1.9276, 0.0990, 0.7537], [-2.1025, 0.1904, -1.2377], [-0.5963, 0.6079, -0.5015], [-0.3575, 0.8260, 0.0911], [-0.3141, -0.0194, 0.6991]],
  "gap_ev": 9.37,
  "charge": 1,
  "mol_weight_g_mol": 124.188,
  "e_tot_ev": -18632.0440
}

=====

Entry 9:
{
  "formula": "C6H6O",
  "method": "ωB97M-V with the def2-TZVPD basis set",
  "elements": ["O", "C", "C", "C", "C", "C", "C", "H", "H", "H", "H", "H", "H"],
  "positions_angstrom": [[0.309184, -0.623205, 1.976344], [1.000047, -0.333615, 0.777738], [-1.536229, -1.157555, -1.129420], [-1.233465, 0.108393, -1.074153], [-0.548638, 1.198228, -0.799277], [0.621139, 0.838086, -0.016480], [1.798291, 0.908572, 0.544949], [-0.355818, 0.067498, 2.100124], [1.265775, -1.286164, 0.311119], [-2.138766, -1.636198, -0.362825], [-1.106638, -1.776300, -1.912374], [-0.783279, 2.215802, -1.094662], [2.708396, 1.476453, 0.678918]],
  "forces_ev_per_a": [[-0.0290, 0.2425, 0.2019], [0.2749, -0.1108, -0.2877], [-0.0448, 0.1966, -0.0641], [0.1073, -0.2273, 0.0331], [-0.0660, -0.1552, -0.0700], [0.1685, -0.0197, 0.1272], [-0.1337, 0.1400, 0.0196], [0.1661, -0.1243, 0.0900], [0.0406, 0.2288, 0.0396], [-0.0985, 0.1080, -0.1748], [-0.2238, 0.0485, -0.0121], [-0.0042, -0.2221, -0.0394], [-0.1574, -0.1051, 0.1367]],
  "gap_ev": 9.95,
  "mol_weight_g_mol": 94.113,
  "e_tot_ev": -8362.0869
}

=====

Entry 10:
{
  "formula": "C6H6O",
  "method": "ωB97M-V with the def2-TZVPD basis set",
  "elements": ["O", "C", "C", "C", "C", "C", "C", "H", "H", "H", "H", "H", "H"],
  "positions_angstrom": [[1.227248, 2.020850, 1.129189], [0.430476, 1.915573, 0.034219], [0.686986, -1.223768, -0.605630], [-0.718181, -0.945428, -0.194085], [-0.368691, -2.193125, -0.144406], [-0.763742, 1.358331, 0.035831], [-1.497052, 0.260010, 0.029343], [0.815271, 1.506486, 1.839401], [0.875945, 2.379406, -0.839840], [1.510353, -0.939369, 0.061168], [0.946765, -1.139077, -1.665756], [-0.575602, -3.219164, 0.117291], [-2.569776, 0.219275, 0.203276]],
  "forces_ev_per_a": [[-0.1033, -0.0130, 0.1995], [-0.2943, 0.1193, -0.1959], [0.2891, -0.0160, -0.1179], [0.0667, -0.2338, 0.0060], [-0.2016, 0.0882, 0.0172], [0.2298, -0.1415, 0.0349], [0.0833, 0.0779, 0.0047], [0.1409, 0.1257, -0.0444], [-0.1418, 0.0591, 0.0929], [-0.1698, -0.1207, -0.0651], [-0.0542, -0.1368, 0.1604], [-0.0285, 0.1570, -0.0774], [0.1838, 0.0345, -0.0150]],
  "gap_ev": 9.42,
  "mol_weight_g_mol": 94.113,
  "e_tot_ev": -8361.9424
}

=====

Entry 11:
{
  "formula": "C6H6O",
  "method": "ωB97M-V with the def2-TZVPD basis set",
  "elements": ["C", "C", "C", "C", "C", "O", "C", "H", "H", "H", "H", "H", "H"],
  "positions_angstrom": [[2.566961, 0.563939, -0.674815], [1.421773, 0.780784, -0.362910], [0.086858, 1.034887, 0.000538], [-0.951210, 2.089826, 0.268538], [-1.091564, 0.600224, 0.330562], [-1.539443, -2.516154, 0.407115], [-0.389362, -2.627897, 0.058215], [3.583680, 0.383903, -0.948012], [-1.384072, 2.640287, -0.570932], [-0.899914, 2.668751, 1.194447], [-1.739270, -0.246669, 0.515673], [0.100319, -3.617942, -0.010137], [0.235246, -1.753934, -0.208278]],
  "forces_ev_per_a": [[-0.4044, 0.1003, 0.1162], [0.3955, -0.1115, -0.1080], [-0.1307, -0.1506, 0.0439], [-0.0971, 0.3219, 0.0196], [0.2182, -0.0597, -0.0665], [0.5326, -0.0880, -0.1593], [-0.3333, 0.0012, 0.1092], [-0.1920, 0.0322, 0.0469], [0.0798, -0.1111, 0.1166], [0.0095, -0.1194, -0.1370], [0.1159, 0.1791, -0.0336], [-0.0817, 0.0737, 0.0103], [-0.1122, -0.0681, 0.0416]],
  "gap_ev": 9.90,
  "mol_weight_g_mol": 94.113,
  "e_tot_ev": -8361.3431
}

=====

Entry 12:
{
  "formula": "C6H6O",
  "method": "ωB97M-V with the def2-TZVPD basis set",
  "elements": ["C", "C", "C", "C", "C", "O", "C", "H", "H", "H", "H", "H", "H"],
  "positions_angstrom": [[-2.596817, 1.086118, 1.217740], [-1.580205, 0.731202, 0.676027], [-0.376927, 0.210735, 0.116577], [-0.256991, -0.929958, -0.562095], [1.190717, -1.154123, -0.877592], [1.887599, -0.242608, -0.045336], [1.006383, 0.811642, 0.297617], [-3.495240, 1.363123, 1.722663], [1.353802, -0.935675, -1.945278], [-1.059450, -1.582607, -0.884449], [1.554694, -2.166640, -0.670348], [1.202500, 1.135416, 1.325252], [1.169934, 1.673374, -0.370778]],
  "forces_ev_per_a": [[0.3760, -0.1107, -0.1683], [-0.4175, 0.1412, 0.2442], [0.0333, -0.2586, 0.0244], [-0.0036, 0.1257, 0.0772], [-0.0883, -0.1859, -0.2169], [0.0883, 0.0336, -0.0560], [-0.1356, 0.2011, 0.1232], [0.1361, 0.0379, -0.1324], [0.2073, -0.0474, 0.0487], [0.0744, 0.0897, 0.1135], [-0.1039, 0.1452, -0.0247], [-0.0010, -0.1002, -0.1301], [-0.1655, -0.0716, 0.0972]],
  "gap_ev": 9.98,
  "mol_weight_g_mol": 94.113,
  "e_tot_ev": -8363.7974
}

=====

- Number 1 is which compound?
  C6H6N2O4